1.
Density functional theory data (ωB97M-V/def2-TZVPD) for a gas-phase ion, C5H18N6P (charge +1) in a non-equilibrium geometry.

Output
frontier orbital gap	10.0	eV
relative energy (zero: lowest compared OMol25 entry of this formula, charge and spin)	0.9009	eV
LUMO energy	-2.63	eV
structure (SMILES)	CN(C)P(=N)([NH+]=C(N)N)N(C)C

ORCA input file:
```
! RIJCOSX wB97M-V def2-TZVPD def2/J DEFGRID3
* xyz 1 1
C -1.21 1.34 -1.95
C 0.87 0.66 2.43
C -1.52 0.74 2.20
C 1.39 -1.22 -1.76
C 1.61 -2.05 0.51
N -1.61 -1.10 -0.38
N -0.85 2.22 -2.91
N -2.36 0.77 -1.85
N -0.28 0.27 1.69
N 1.13 -1.05 -0.38
N -0.15 0.94 -1.19
P -0.30 -0.29 0.07
H 1.67 0.35 1.73
H 0.89 1.69 2.70
H 0.92 0.10 3.37
H -2.21 0.40 1.53
H -1.63 0.33 3.22
H -1.61 1.77 2.26
H 0.55 -1.07 -2.52
H 2.12 -0.63 -2.20
H 1.79 -2.34 -1.87
H 1.45 -1.83 1.62
H 1.23 -3.07 0.51
H 2.76 -2.13 0.42
H -2.23 -1.55 0.25
H -1.62 2.44 -3.58
H -0.37 3.10 -2.98
H -3.09 1.00 -2.41
H -2.15 -0.21 -1.34
H 0.71 1.49 -1.42
*
```

---

2.
Density functional theory data (ωB97M-V/def2-TZVPD) for 3 unconnected molecules or ions with the total composition C5H18NO2 in a non-equilibrium geometry.

Output
frontier orbital gap	11.2	eV
relative energy (zero: lowest compared OMol25 entry of this formula, charge and spin)	0.7459	eV
LUMO energy	-3.03	eV

ORCA input file:
```
! RIJCOSX wB97M-V def2-TZVPD def2/J DEFGRID3
* xyz 1 1
C 1.67 1.14 -1.46
C 0.81 1.29 -0.24
C -0.55 0.52 -0.35
C -1.25 0.89 -1.66
C -0.42 -0.99 -0.07
N 1.52 0.94 1.00
H 1.29 1.75 -2.30
H 1.59 0.15 -1.93
H 2.71 1.46 -1.34
H 0.43 2.34 -0.25
H -1.29 0.90 0.40
H -2.33 0.89 -1.51
H -1.05 0.24 -2.51
H -1.09 1.90 -2.04
H 0.36 -1.32 0.60
H -0.17 -1.43 -1.05
H -1.43 -1.33 0.28
H 1.90 -0.02 0.98
H 0.93 1.05 1.84
H 2.40 1.52 1.09
H 2.47 -1.37 3.53
H 1.49 -1.99 2.60
O 1.94 -1.14 2.75
H -3.99 -1.41 -1.10
H -3.87 -2.78 -0.39
O -3.53 -1.88 -0.40
*
```

---

3.
Density functional theory data (ωB97M-V/def2-TZVPD) for 3 unconnected molecules or ions with the total composition C5H18NO2 in a non-equilibrium geometry.

Output
frontier orbital gap	10.1	eV
relative energy (zero: lowest compared OMol25 entry of this formula, charge and spin)	3.8080	eV
LUMO energy	-3.43	eV

ORCA input file:
```
! RIJCOSX wB97M-V def2-TZVPD def2/J DEFGRID3
* xyz 1 1
C -0.40 0.11 0.27
C -0.87 1.01 -0.81
C -2.03 1.94 -0.36
C -1.41 0.18 -2.11
C -0.14 -0.35 -2.93
N 0.52 0.98 1.07
H -1.28 -0.23 0.86
H -0.01 -0.82 -0.14
H 0.08 1.66 -1.23
H -1.60 2.92 -0.72
H -2.39 2.03 0.78
H -2.96 1.65 -0.92
H -2.09 0.83 -2.73
H -2.06 -0.79 -1.88
H 0.15 -1.30 -2.34
H 0.66 0.20 -2.72
H -0.50 -0.76 -3.86
H 0.19 1.19 2.06
H 0.63 2.03 0.66
H 1.53 0.70 1.25
H 0.04 0.20 4.17
H -0.74 -0.69 3.48
O -0.08 0.00 3.26
H 4.85 -3.66 1.09
H 5.03 -4.33 2.37
O 4.91 -4.69 1.43
*
```

---

4.
Density functional theory data (ωB97M-V/def2-TZVPD) for 6 unconnected molecules or ions with the total composition C5H18O5 in a non-equilibrium geometry.

Output
frontier orbital gap	8.7	eV
relative energy (zero: lowest compared OMol25 entry of this formula, charge and spin)	1.7492	eV
LUMO energy	0.20	eV
structure (SMILES)	C=CC(=C)C.O.O.O.O.O

ORCA input file:
```
! RIJCOSX wB97M-V def2-TZVPD def2/J DEFGRID3
* xyz 0 1
C -3.07 -0.17 0.66
C -1.91 0.10 1.56
C -1.75 0.09 2.88
C -0.47 0.36 -0.46
C -0.73 0.62 0.81
H -3.21 -1.12 0.22
H -3.20 0.61 -0.08
H -3.99 -0.04 1.31
H -2.14 -0.61 3.61
H -0.86 0.62 3.29
H -1.03 -0.53 -0.82
H 0.32 0.54 -1.14
H -0.06 1.18 1.47
H 1.26 -3.46 0.37
H 1.43 -2.03 0.92
O 1.29 -2.53 0.11
H -2.41 -0.52 -2.91
H -1.14 -0.95 -3.73
O -1.49 -0.30 -3.12
H 2.17 2.01 0.17
H 0.99 2.79 -0.26
O 1.68 2.22 -0.63
H 1.90 -0.46 -2.02
H 1.64 -1.75 -2.97
O 2.11 -0.93 -2.83
H 2.11 0.90 2.75
H 3.38 0.38 2.00
O 2.78 1.13 2.09
*
```

---

5.
Density functional theory data (ωB97M-V/def2-TZVPD) for a molecular structure, C5H19LiN8O5 in a non-equilibrium geometry.

Output
frontier orbital gap	6.5	eV
relative energy (zero: lowest compared OMol25 entry of this formula, charge and spin)	1.5018	eV
LUMO energy	0.43	eV

ORCA input file:
```
! RIJCOSX wB97M-V def2-TZVPD def2/J DEFGRID3
* xyz 0 1
Li -0.48 -0.96 0.58
C -3.30 -1.08 2.21
O -2.26 -1.71 1.51
H -3.16 -0.01 2.05
H -4.27 -1.32 1.76
H -3.27 -1.08 3.30
C -0.88 2.22 0.26
O -0.40 1.17 0.26
N -2.04 2.48 0.70
N -0.23 3.23 -0.20
H -2.48 3.38 0.83
H -2.53 1.74 1.19
H -0.62 4.15 -0.04
H 0.63 3.07 -0.69
C -1.14 -1.02 -2.38
O -0.93 -1.52 -1.28
N -0.60 0.04 -2.94
N -2.02 -1.50 -3.21
H -0.51 -0.10 -3.94
H 0.26 0.26 -2.46
H -2.39 -0.92 -3.96
H -2.49 -2.38 -3.10
C 1.29 -2.03 2.29
O 1.19 -1.04 1.61
N 0.24 -2.44 2.96
N 2.34 -2.84 2.50
H 0.41 -3.10 3.70
H -0.72 -2.12 2.87
H 2.29 -3.72 3.00
H 3.12 -2.76 1.87
C 2.72 1.53 -1.68
O 1.65 1.91 -2.09
N 3.83 2.17 -1.85
N 2.79 0.49 -0.94
H 4.67 2.19 -1.29
H 3.80 3.00 -2.43
H 3.59 0.53 -0.33
H 1.91 0.08 -0.64
*
```

---

6.
Density functional theory data (ωB97M-V/def2-TZVPD) for 3 unconnected molecules or ions with the total composition C5H19N2O2 in a non-equilibrium geometry.

Output
frontier orbital gap	9.2	eV
relative energy (zero: lowest compared OMol25 entry of this formula, charge and spin)	3.4813	eV
LUMO energy	-2.79	eV

ORCA input file:
```
! RIJCOSX wB97M-V def2-TZVPD def2/J DEFGRID3
* xyz 1 1
N 1.13 -0.43 -0.08
C 0.37 0.18 -1.36
C -0.39 -1.00 -1.91
C -0.42 1.42 -0.97
N -1.71 1.19 -0.30
C -1.52 1.22 1.17
C -1.88 0.12 2.13
H 1.93 0.05 0.23
H 0.42 -0.13 0.73
H 1.26 -1.41 -0.22
H 1.18 0.28 -2.12
H -1.18 -0.69 -2.72
H -0.94 -1.71 -1.16
H 0.27 -1.65 -2.66
H 0.38 2.10 -0.28
H -0.68 2.00 -1.92
H -2.52 0.58 -0.62
H -0.44 1.55 1.50
H -2.31 2.10 1.36
H -2.59 0.48 2.88
H -0.93 -0.33 2.48
H -2.44 -0.69 1.73
H 4.01 0.75 -0.82
H 3.54 2.09 -0.89
O 3.30 1.16 -0.74
H 0.04 -3.25 1.16
H 1.15 -3.07 2.17
O 0.98 -2.91 1.22
*
```

---

7.
Density functional theory data (ωB97M-V/def2-TZVPD) for 3 unconnected molecules or ions with the total composition C5H19N3O2 in a non-equilibrium geometry.

Output
frontier orbital gap (spin up / spin down)	3.0 / 9.1	eV
LUMO energy (spin up / spin down)	3.49 / 3.42	eV

ORCA input file:
```
! RIJCOSX wB97M-V def2-TZVPD def2/J DEFGRID3
* xyz -1 2
N -1.68 2.38 0.05
C -0.28 2.70 0.28
C 0.63 1.57 0.76
N 0.46 0.42 -0.10
C 1.61 -1.37 1.20
C 1.57 -0.53 -0.08
C 1.50 -1.47 -1.32
N 0.93 -0.93 -2.53
H -2.10 1.84 0.79
H -1.82 1.90 -0.83
H 0.07 3.11 -0.67
H -0.26 3.57 0.95
H 1.63 2.02 0.76
H 0.42 1.40 1.83
H -0.40 -0.01 0.24
H 1.64 -0.70 2.06
H 2.55 -1.93 1.23
H 0.68 -1.93 1.26
H 2.47 0.07 -0.19
H 2.52 -1.83 -1.50
H 0.96 -2.38 -1.04
H 1.59 -0.34 -3.02
H 0.14 -0.32 -2.33
H -1.89 -1.06 0.89
H -2.40 -1.18 2.31
O -1.64 -0.86 1.82
H -2.24 -1.15 -1.09
H -3.55 -1.86 -1.09
O -3.10 -1.12 -0.61
*
```

---

8.
Density functional theory data (ωB97M-V/def2-TZVPD) for 3 unconnected molecules or ions with the total composition C5H19N3O2 in a non-equilibrium geometry.

Output
frontier orbital gap	9.0	eV
relative energy (zero: lowest compared OMol25 entry of this formula, charge and spin)	1.0734	eV
LUMO energy	0.48	eV
structure (SMILES)	CN[C@H](CN)CCN.O.O

ORCA input file:
```
! RIJCOSX wB97M-V def2-TZVPD def2/J DEFGRID3
* xyz 0 1
C 0.00 -2.62 -0.60
N -0.28 -1.59 -1.62
C -0.56 -0.21 -1.17
C 0.76 0.40 -0.57
C 0.45 1.18 0.75
N 0.23 2.64 0.63
C -0.82 0.67 -2.43
N -2.20 0.55 -2.95
H 0.86 -2.47 0.05
H 0.11 -3.40 -1.40
H -0.92 -2.94 -0.11
H 0.49 -1.49 -2.26
H -1.40 -0.18 -0.48
H 1.58 -0.29 -0.44
H 1.14 1.11 -1.32
H -0.20 0.60 1.43
H 1.39 1.14 1.34
H 0.83 3.13 -0.01
H -0.72 2.69 0.26
H 0.01 0.46 -3.13
H -0.72 1.74 -2.25
H -2.31 -0.32 -3.46
H -2.82 0.62 -2.16
H 2.76 -2.14 2.62
H 2.04 -2.67 3.91
O 2.01 -2.63 2.95
H -0.77 2.65 3.73
H -0.16 1.33 4.22
O -0.77 2.02 4.46
*
```

---

9.
Density functional theory data (ωB97M-V/def2-TZVPD) for 5 unconnected molecules or ions with the total composition C5H19NO5 in a non-equilibrium geometry.

Output
frontier orbital gap	9.2	eV
relative energy (zero: lowest compared OMol25 entry of this formula, charge and spin)	2.0520	eV
LUMO energy	0.23	eV
structure (SMILES)	CNCCCC=O.O.O.O.O

ORCA input file:
```
! RIJCOSX wB97M-V def2-TZVPD def2/J DEFGRID3
* xyz 0 1
O 0.27 0.91 3.62
C -0.54 0.60 2.77
C -0.65 -0.84 2.34
C -0.88 -1.14 0.82
C 0.32 -0.80 -0.10
C 2.24 -2.35 -0.48
N 0.87 -1.95 -0.79
H -1.11 1.47 2.39
H 0.30 -1.34 2.51
H -1.41 -1.45 2.87
H -1.86 -0.74 0.52
H -1.10 -2.23 0.77
H -0.07 -0.12 -0.92
H 1.13 -0.36 0.53
H 2.87 -2.63 -1.33
H 2.67 -1.57 0.17
H 2.24 -3.36 -0.01
H 0.27 -2.76 -0.73
H 0.01 3.08 1.08
H 1.03 3.96 0.48
O 0.77 3.65 1.35
H -1.63 -0.97 -3.01
H -0.20 -1.27 -2.85
O -0.78 -0.69 -3.39
H -0.04 1.50 -2.75
H -1.04 2.62 -2.97
O -0.38 2.32 -2.34
H -0.46 1.92 -0.69
H -1.81 2.53 0.01
O -1.02 1.99 0.11
*
```

---

10.
Density functional theory data (ωB97M-V/def2-TZVPD) for a molecular structure, C5H20AgClN2O5 in a non-equilibrium geometry.

Output
frontier orbital gap (spin up / spin down)	8.2 / 3.8	eV
relative energy (zero: lowest compared OMol25 entry of this formula, charge and spin)	0.0000	eV
LUMO energy (spin up / spin down)	-4.06 / -8.46	eV

ORCA input file:
```
! RIJCOSX wB97M-V def2-TZVPD def2/J DEFGRID3
* xyz 1 2
Ag 0.01 -3.28 -0.23
Cl 0.08 -0.58 -0.05
C 1.52 2.91 -1.50
O 1.07 2.47 -0.23
H 2.35 2.31 -1.90
H 0.71 2.92 -2.23
H 1.91 3.92 -1.38
H 0.81 1.55 -0.32
C -0.07 -0.31 3.28
O -0.85 0.74 3.66
H 0.99 -0.09 3.15
H -0.14 -1.01 4.16
H -0.58 -0.85 2.48
H -1.69 0.65 3.09
C -2.15 1.49 -2.25
O -2.86 1.13 -3.43
H -2.67 1.08 -1.37
H -1.21 0.95 -2.28
H -1.99 2.57 -2.21
H -3.71 1.57 -3.42
C -3.87 0.18 1.17
O -2.59 0.44 1.82
H -4.59 0.02 1.97
H -4.13 1.02 0.53
H -3.80 -0.75 0.61
H -1.92 0.36 1.13
C 3.23 -2.85 -0.66
O 2.11 -3.31 -0.96
N 3.43 -1.51 -0.57
N 4.31 -3.66 -0.49
H 2.59 -0.96 -0.50
H 4.34 -1.14 -0.36
H 5.14 -3.32 -0.04
H 4.18 -4.64 -0.64
*
```

---

11.
Density functional theory data (ωB97M-V/def2-TZVPD) for a molecular structure, C5H20AlCl8N10O5 in a non-equilibrium geometry.

Output
frontier orbital gap	3.7	eV
LUMO energy	8.26	eV

ORCA input file:
```
! RIJCOSX wB97M-V def2-TZVPD def2/J DEFGRID3
* xyz -5 1
Al 0.08 2.02 -1.79
Cl -0.86 -1.19 -3.83
Cl -3.18 3.43 -1.07
Cl -1.41 -0.16 0.48
Cl 0.81 3.34 1.48
Cl 2.35 1.68 -4.69
Cl 2.41 -0.46 -1.33
Cl -0.13 5.64 -1.83
Cl -1.32 2.75 -4.83
C 1.94 -3.50 1.70
O 1.73 -4.10 2.79
N 1.25 -2.56 1.33
N 2.77 -3.79 0.82
H 1.59 -2.00 0.57
H 0.44 -2.18 1.80
H 2.89 -3.05 0.14
H 3.17 -4.72 0.89
C 3.89 3.26 -1.18
O 2.74 2.98 -1.42
N 4.93 2.50 -1.25
N 4.11 4.45 -0.79
H 5.77 2.76 -0.75
H 4.84 1.52 -1.46
H 5.05 4.74 -1.04
H 3.34 5.04 -1.06
C -4.35 -2.92 -0.62
O -5.27 -3.57 -0.95
N -3.65 -3.06 0.46
N -3.68 -2.11 -1.37
H -2.92 -2.39 0.67
H -4.12 -3.64 1.14
H -4.18 -1.67 -2.13
H -3.03 -1.54 -0.84
C 2.97 0.17 2.88
O 1.75 0.24 2.66
N 3.84 0.04 1.95
N 3.55 -0.27 3.89
H 3.56 0.44 1.06
H 4.76 0.14 2.35
H 2.92 -0.41 4.67
H 4.53 -0.07 3.99
C -6.04 0.25 -0.04
O -6.47 -0.02 1.06
N -4.90 0.87 -0.11
N -6.39 -0.21 -1.16
H -4.66 1.13 0.84
H -4.43 1.26 -0.91
H -5.77 -0.32 -1.95
H -7.24 -0.75 -1.22
*
```

---

12.
Density functional theory data (ωB97M-V/def2-TZVPD) for a molecular structure, C5H20BrFeN10O5 in a non-equilibrium geometry.

Output
frontier orbital gap (spin up / spin down)	2.8 / 8.1	eV
LUMO energy (spin up / spin down)	-2.07 / -3.84	eV

ORCA input file:
```
! RIJCOSX wB97M-V def2-TZVPD def2/J DEFGRID3
* xyz 1 7
Fe 1.05 -0.22 0.44
Br 2.97 -0.38 1.80
C 2.00 -1.88 -2.17
O 1.76 -1.21 -1.18
N 1.82 -1.47 -3.38
N 2.53 -3.09 -2.17
H 1.32 -0.61 -3.56
H 2.11 -2.05 -4.15
H 2.97 -3.58 -1.40
H 2.78 -3.42 -3.09
C -1.65 -0.19 -1.23
O -0.55 -0.06 -0.75
N -2.12 -1.19 -1.80
N -2.57 0.73 -1.19
H -3.10 -1.20 -2.01
H -1.53 -2.01 -1.80
H -2.49 1.67 -0.85
H -3.41 0.50 -1.71
C 1.56 2.71 -0.73
O 1.46 1.56 -0.37
N 0.54 3.43 -0.93
N 2.68 3.21 -1.00
H 0.69 4.34 -1.34
H -0.36 3.01 -0.74
H 2.55 4.11 -1.44
H 3.49 2.62 -1.08
C -0.52 1.67 2.43
O -0.05 1.00 1.56
N -1.40 2.58 2.28
N -0.21 1.59 3.67
H -1.80 3.01 3.10
H -1.81 2.80 1.38
H 0.38 0.84 4.01
H -0.72 2.06 4.40
C -0.89 -2.40 1.67
O 0.01 -1.77 1.13
N -1.24 -2.24 2.90
N -1.70 -3.15 0.99
H -0.68 -1.61 3.46
H -1.85 -2.88 3.39
H -1.53 -3.27 0.00
H -2.46 -3.59 1.49
*
```

---

Calculated values (Da) of molar mass for the records, taken in order: 193.2, 124.2, 124.2, 158.2, 278.2, 139.2, 153.2, 153.2, 173.2, 331.5, 610.9, 436.0.